# 1
Below is a cluster of 10 separate species, C36H44F9N2O28S in total at a distorted geometry, with properties calculated with ωB97M-V with the def2-TZVPD basis set.

Output
- HOMO (Ha) = -0.437
- lowest unoccupied orbital energy (eV) = -2.7156
- ΔE to the lowest compared entry with this formula, charge and spin (kJ/mol) = 166.8
- net charge = +1
- Kohn-Sham gap (eV) = 9.1788

Geometry as XYZ:
```
120
Properties=species:S:1:pos:R:3:forces:R:3:mulliken_charge:R:1
F -2.500 0.153 0.865 0.026 0.263 0.206 -0.30
C -11.040 0.185 -2.428 0.331 0.469 0.248 0.64
O -4.190 -1.315 0.582 0.337 -0.454 0.061 -0.32
O 5.285 4.390 1.101 -0.892 1.100 1.020 -0.31
O -5.783 1.068 -4.238 -0.303 -0.281 -0.436 -0.25
C -12.723 -1.112 -3.058 -0.556 0.160 -0.399 0.31
C 5.519 -4.955 8.959 -0.608 -0.114 0.293 0.64
O 3.451 -2.273 5.716 -0.645 0.241 0.035 -0.29
H 5.401 4.408 3.247 0.323 0.258 -0.823 0.12
H -1.225 -2.217 -0.238 -0.352 -0.246 0.227 0.23
C 0.260 -3.341 -4.566 -0.379 -0.008 -0.739 -0.50
C -9.017 2.093 -9.104 -0.809 0.192 -0.467 0.57
H -2.521 -1.662 1.734 0.019 0.235 0.068 0.27
C -2.799 -1.173 0.797 -0.250 0.233 -0.166 0.52
H -6.478 3.266 -9.036 -0.053 -0.056 0.226 0.27
H 2.849 1.040 3.163 -0.693 -0.437 -0.375 0.23
C -1.889 1.737 -5.646 0.001 0.571 -0.166 0.40
H -2.127 -1.097 -1.259 -0.145 0.118 0.206 -0.10
C 6.047 4.453 2.328 1.152 -1.235 -0.274 -0.06
H -5.962 1.670 -9.612 -0.187 -0.032 -0.130 0.30
H 7.041 2.778 1.288 -0.173 0.117 0.916 0.29
H 2.678 -3.646 8.002 0.240 0.157 -0.049 0.18
O -0.082 -1.719 -1.616 1.544 -0.053 -1.126 -0.59
O -7.116 -0.618 -4.898 0.696 0.499 -0.084 -0.38
O -1.437 0.357 -3.892 0.410 0.189 -0.387 -0.16
H 0.710 1.741 0.131 -0.267 0.619 0.931 0.30
C 7.005 3.183 2.327 0.386 1.574 -0.054 -0.94
C -0.327 0.508 -4.660 0.455 -0.359 0.277 0.53
C -7.242 1.607 -7.865 -0.013 0.202 0.330 0.44
C 3.282 0.018 1.272 0.422 0.093 0.655 -1.15
H -7.153 0.519 -7.829 0.108 0.054 0.190 0.30
C -4.334 -2.437 -0.186 -0.548 -0.501 -0.418 0.52
F 7.981 -4.961 6.707 0.018 0.143 -0.057 -0.28
C -6.781 2.223 -9.154 0.567 0.039 -0.519 -0.47
S 0.599 0.435 2.213 -0.528 0.052 0.231 -0.07
H -7.568 2.095 -4.343 0.077 0.060 0.108 0.19
O -11.807 -0.129 -3.508 0.381 -0.303 0.522 -0.27
C -7.737 -0.008 -3.760 -0.519 -0.537 -0.104 -0.21
H 10.269 -0.524 2.274 0.121 -0.109 0.030 0.28
H -8.808 0.058 -3.887 0.209 -0.112 -0.361 0.08
C 2.259 -2.837 5.359 -0.367 -0.504 -0.446 0.69
N 1.337 2.989 1.762 0.422 0.167 -1.757 0.24
F 2.171 -4.632 -4.079 0.010 -0.106 0.103 -0.30
O 6.466 -5.549 9.731 -0.232 0.329 -0.414 -0.33
O -8.604 1.975 -7.805 0.285 -0.310 -0.439 -0.30
O 1.954 -3.101 4.240 0.152 0.198 0.183 -0.54
H -12.317 -2.108 -3.252 -0.101 0.029 -0.117 0.29
O 9.884 2.512 4.471 0.179 -0.190 -0.408 -0.49
F 12.261 -0.640 2.470 -0.081 -0.123 0.023 -0.28
H -0.621 2.398 1.260 0.588 -0.827 -0.153 0.39
O -3.152 -2.814 -0.743 -0.461 0.333 0.445 -0.36
H -0.420 -3.900 -5.208 -0.154 0.135 0.163 0.29
H 2.842 4.833 3.909 -0.384 -0.310 -0.180 0.29
C 2.979 4.438 1.812 0.516 0.102 -3.567 0.31
H 0.845 3.066 3.876 0.516 0.252 -0.869 0.47
C 0.201 -2.439 -2.525 0.023 0.675 0.014 0.69
C 10.396 1.881 3.602 -0.259 0.658 0.677 0.66
F -6.958 1.794 -2.457 0.131 0.143 -0.060 -0.30
O -0.455 -2.456 -3.706 0.156 -0.483 0.626 -0.17
O -7.956 2.158 -9.956 -0.165 -0.109 0.526 -0.31
H 0.404 -5.083 -3.247 0.159 -0.052 -0.003 0.30
H -13.120 -1.654 -0.999 0.232 0.074 0.065 0.27
O -10.151 2.127 -9.444 0.281 0.042 0.131 -0.49
C 4.152 5.268 1.211 0.151 0.007 0.726 -0.86
F -2.088 3.050 -5.919 0.036 0.005 -0.129 -0.30
C 2.386 0.224 2.553 1.362 -0.092 -0.850 -0.02
H 6.646 5.404 2.294 -0.621 -0.814 0.314 0.31
O 0.663 -0.140 -4.535 -0.022 0.383 -0.076 -0.51
C 3.270 -1.795 7.037 0.589 -0.284 0.223 0.32
C 7.636 -5.682 8.926 0.531 -0.329 0.463 -0.46
C -2.199 -1.795 -0.428 -0.273 -0.219 0.404 0.15
C 11.261 1.315 1.616 0.013 0.281 -0.783 -0.40
H -7.524 -0.603 -2.869 0.130 0.196 0.042 0.32
H 8.029 3.589 2.548 -0.842 -0.766 -0.018 0.20
C 1.454 3.415 3.020 0.182 0.222 0.544 -0.34
O -0.493 1.489 -5.592 -0.287 -0.584 0.225 -0.37
H 2.959 -0.747 7.009 0.165 0.019 0.041 0.19
C 0.404 1.973 1.181 0.711 -0.544 1.039 -0.64
C 11.133 0.107 2.496 0.587 -0.304 0.168 0.31
O 10.456 2.277 2.298 0.026 -0.433 0.488 -0.31
O 1.465 -3.052 6.438 0.450 0.305 -0.423 -0.32
H -2.341 1.126 -6.431 -0.023 0.136 -0.023 0.32
O -11.596 -0.258 -1.273 0.170 0.073 -0.571 -0.30
H 2.906 -0.825 0.648 0.225 0.768 0.352 0.30
H -2.235 2.233 -3.564 0.089 0.115 -0.215 0.26
H 4.308 -0.249 1.650 -0.901 0.133 -0.433 0.36
C 2.281 3.593 0.902 0.412 1.514 4.410 -0.42
H 3.915 5.666 0.190 -0.099 -0.661 0.951 0.37
H 0.941 -2.763 -5.194 0.146 -0.065 0.182 0.32
H 7.665 -6.682 8.489 -0.030 0.138 -0.193 0.29
H 8.538 -5.530 9.516 -0.191 0.031 0.151 0.27
H 2.489 -0.716 3.162 -0.642 0.828 -0.513 0.16
F -13.889 -0.959 -3.727 0.061 -0.084 -0.096 -0.27
C -5.931 0.008 -5.082 0.239 -0.486 -0.358 0.83
O 4.391 -4.787 9.295 0.182 -0.063 -0.154 -0.49
O -5.361 -3.012 -0.342 0.194 0.237 0.007 -0.52
O 6.026 -4.569 7.753 0.161 0.063 0.635 -0.24
N 2.477 4.333 3.102 -0.811 -1.322 -2.438 0.01
O -5.115 -0.321 -5.888 -0.020 0.131 0.235 -0.58
H 12.288 1.682 1.554 0.024 -0.196 0.147 0.27
H 7.801 -3.624 8.191 0.036 -0.012 -0.161 0.29
F 4.445 -1.901 7.702 0.054 0.231 -0.056 -0.23
H 4.375 6.162 1.850 -0.051 -0.657 -0.445 0.40
O -10.003 0.770 -2.492 -0.673 0.056 0.284 -0.54
C -7.080 1.338 -3.726 -0.059 0.224 0.681 0.32
C 7.434 -4.610 7.895 0.084 -0.186 -0.599 0.30
F -6.597 2.153 -6.800 -0.042 -0.037 0.153 -0.34
H 3.430 0.960 0.679 -0.406 -0.890 0.406 0.24
H 6.725 2.429 3.094 0.167 0.479 -0.732 0.31
C -12.882 -0.780 -1.604 -0.312 -0.260 0.668 -0.43
O 10.991 0.669 3.786 -0.484 0.255 -0.461 -0.30
H -13.641 -0.014 -1.429 -0.002 -0.021 -0.238 0.29
H -3.373 1.048 -4.231 0.149 -0.167 0.025 -0.19
H 1.625 -2.266 8.363 -0.154 -0.037 -0.199 0.30
O 1.215 -3.346 -2.497 -0.692 0.049 0.003 -0.33
C -2.343 1.396 -4.259 -0.762 -0.133 0.435 0.05
H 2.425 3.409 -0.175 -0.301 0.055 0.960 0.46
C 0.980 -4.219 -3.587 0.606 -0.143 -0.199 0.27
H 10.890 1.139 0.607 -0.141 0.155 0.099 0.27
C 2.240 -2.732 7.595 -0.437 -0.225 0.709 -0.26
```
Forces are in eV/Å.

***

# 2
Below is a structure of composition C36H44N4NiO3S2 at a distorted geometry, with properties calculated with ωB97M-V with the def2-TZVPD basis set.

Output
- HOMO (alpha / beta) (Ha) = -0.014 / -0.008
- lowest unoccupied orbital energy (alpha / beta) (eV) = 4.0756 / 4.1150
- <S²> = 2.04
- spin multiplicity = 3
- ΔE to the lowest compared entry with this formula, charge and spin (kJ/mol) = 110.5
- net charge = -2
- Kohn-Sham gap (alpha / beta) (eV) = 4.4527 / 4.3221

Geometry as XYZ:
```
90
Properties=species:S:1:pos:R:3:forces:R:3:mulliken_charge:R:1
H -4.390 4.369 -1.053 0.117 0.025 0.055 0.43
C 4.398 -3.182 -1.472 -0.076 -0.040 0.159 -1.19
H 5.063 -1.365 2.628 -0.070 -0.021 0.134 0.20
H 2.897 0.207 4.609 -0.005 -0.131 -0.014 0.27
H 3.506 1.339 5.827 0.044 -0.018 0.032 0.40
H 6.135 -1.201 -0.231 -0.042 0.113 0.045 0.44
C -0.840 -3.419 -2.634 -0.756 0.008 -0.395 0.70
H -3.726 -0.639 -2.663 -0.109 -0.019 -0.012 0.36
C 0.025 -2.536 -1.915 0.310 0.281 0.150 -0.21
H 2.524 3.239 4.543 0.093 0.051 -0.067 0.40
C 5.743 -1.669 1.836 0.085 0.115 -0.132 -0.91
C 2.842 0.489 1.514 -0.660 0.098 -0.175 0.08
C 2.193 -1.907 -0.981 -0.033 0.344 0.374 0.27
C 0.269 5.128 3.366 -0.105 -0.016 0.139 -1.14
H -1.205 -5.132 -3.848 0.097 0.037 -0.054 0.33
C 1.627 2.074 3.013 -0.609 0.794 0.428 1.16
S 2.225 4.136 -1.028 -0.564 -1.136 -1.154 0.85
N 0.537 1.200 1.186 0.154 0.397 0.951 -0.47
N 1.763 -0.861 -0.212 1.183 -0.739 0.065 -0.28
H -3.749 -2.473 -3.989 0.069 -0.072 -0.053 0.36
C -3.838 4.011 -0.178 -0.071 -0.140 0.105 -1.31
H -4.602 -2.790 -1.667 -0.031 0.078 0.124 0.23
C 2.721 1.168 5.087 0.055 0.144 -0.030 -1.25
C 3.608 -2.097 -0.819 0.545 0.314 0.228 0.65
H 4.491 -4.442 0.283 0.027 -0.014 0.100 0.22
H -3.984 -4.437 -1.664 0.013 -0.104 0.125 0.28
C -4.794 3.928 1.016 0.070 0.117 -0.135 -0.97
O 3.375 4.364 -1.907 0.090 0.299 0.257 -0.67
H 1.354 5.192 3.342 0.113 0.070 -0.062 0.31
C 0.406 2.687 2.933 0.846 -0.123 0.600 1.10
H -5.316 2.747 -2.268 0.043 -0.003 -0.069 0.35
H -5.296 -3.988 -2.765 -0.085 -0.045 -0.017 0.39
H -0.124 5.904 4.028 -0.014 0.086 0.004 0.38
C -0.157 3.737 3.834 0.159 0.107 -0.095 -1.25
H 4.722 -5.330 -1.231 0.017 -0.075 -0.023 0.37
H -3.123 -4.126 -3.982 -0.018 0.097 -0.064 0.33
H 6.766 -1.486 2.165 0.068 0.007 0.061 0.36
H -4.714 1.365 -3.187 -0.053 0.067 -0.051 0.38
H -5.571 -0.170 -1.393 -0.035 -0.117 0.029 0.11
C -2.691 0.680 -1.365 0.279 0.199 0.383 0.09
C -3.216 2.686 -0.495 -0.356 -0.035 -0.508 1.06
N -0.642 -1.410 -1.523 -0.324 -0.671 -0.465 -0.33
N -1.675 0.972 -0.496 -1.246 0.517 -0.072 -0.30
C -0.317 -5.792 -2.003 0.016 0.004 -0.180 -1.11
H -1.249 3.669 3.851 0.014 -0.034 0.059 0.44
C -2.005 2.167 0.082 0.043 -0.480 -0.211 -0.63
H 3.665 2.340 3.543 0.017 0.133 0.002 0.42
C -1.376 2.713 1.185 0.434 -0.486 -0.065 0.15
H -0.081 5.304 2.353 0.034 0.092 -0.153 0.32
H 5.559 0.170 0.719 0.062 -0.021 -0.081 0.44
H 3.112 -4.761 -0.754 -0.078 -0.095 0.023 0.11
C -2.839 -0.504 -2.062 0.549 -0.173 0.194 -0.28
H 0.437 -5.463 -1.294 0.069 0.025 0.134 0.24
C -2.056 -2.779 -2.722 0.491 -0.632 -0.325 0.68
C -5.964 0.837 -1.507 -0.053 0.093 -0.142 -0.84
H 4.101 -3.274 -2.520 0.094 -0.009 -0.038 0.39
C 2.694 2.285 4.039 -0.138 -0.129 0.023 -1.31
Ni 0.043 0.051 -0.335 0.561 1.079 -0.556 -0.58
H -1.262 -5.883 -1.474 -0.105 -0.041 0.115 0.29
C 1.389 -2.738 -1.738 -0.473 0.363 0.115 -0.33
C 5.427 -0.901 0.549 -0.088 -0.130 0.096 -1.32
C -1.894 -1.522 -2.059 0.034 0.416 0.127 -0.16
H 1.845 -3.575 -2.244 0.047 -0.104 0.002 0.35
C 4.032 -1.154 0.073 0.222 -0.398 -0.507 1.01
O 2.594 3.915 0.366 0.108 0.088 0.680 -0.54
H 5.463 -2.936 -1.448 -0.018 0.027 -0.078 0.34
H -0.032 -6.774 -2.383 0.011 -0.090 -0.009 0.38
C -3.654 1.746 -1.382 -0.089 0.591 0.154 0.70
C 2.864 -0.416 0.470 -0.402 -0.245 -0.177 -0.37
H 0.504 -4.715 -3.672 -0.091 0.014 -0.065 0.37
H -4.257 3.594 1.900 -0.002 -0.055 0.140 0.26
S 1.413 2.312 -1.783 -0.106 -0.323 0.152 -0.58
O 1.160 5.124 -1.209 0.057 0.354 0.325 -0.68
H 1.766 1.119 5.608 -0.077 -0.057 0.038 0.31
C -0.452 -4.774 -3.139 -0.063 0.021 0.110 -1.09
C 4.171 -4.516 -0.755 0.123 -0.005 -0.129 -0.85
H 0.192 3.572 4.860 -0.052 -0.037 -0.019 0.43
C -0.225 2.181 1.750 0.013 -0.304 -0.413 -0.52
C -4.372 -3.644 -2.298 0.012 0.004 -0.176 -1.10
H -6.196 1.213 -0.513 -0.038 0.020 0.100 0.22
C -4.918 1.733 -2.178 0.013 -0.065 0.170 -1.13
H 5.618 -2.738 1.674 -0.017 -0.116 0.036 0.20
H -1.792 3.606 1.625 -0.037 0.071 0.040 0.37
H -6.889 0.792 -2.085 -0.068 -0.027 -0.033 0.36
H -3.048 4.736 0.032 -0.037 0.028 -0.083 0.44
H -5.589 3.212 0.812 -0.086 -0.073 0.031 0.20
C 1.703 1.181 1.896 -0.222 -0.186 -0.516 -0.27
H -5.248 4.897 1.228 -0.032 0.057 0.050 0.35
C -3.329 -3.257 -3.349 0.042 -0.031 0.116 -0.96
H 3.758 0.685 2.050 0.091 0.023 0.022 0.28
```
Forces are in eV/Å.

***

no.,molecular weight (g/mol)
1,1155.8
2,703.6